[1]
14
Properties=species:S:1:pos:R:3 method="wB97M-V/def2-TZVPD" smiles="C=C(N)OC(C)=O" gap_ha=0.3238
C -0.555 -0.515 -1.042
C -1.131 -0.082 0.155
N -2.425 0.241 0.339
O -0.306 0.233 1.124
C 0.943 0.677 0.089
C 2.099 -0.228 0.393
O 0.964 1.814 -0.247
H -1.093 -0.370 -1.970
H 0.116 -1.359 -1.020
H -3.107 0.037 -0.370
H -2.676 0.830 1.117
H 2.809 -0.183 -0.432
H 2.582 0.154 1.295
H 1.782 -1.251 0.568


[2]
14
Properties=species:S:1:pos:R:3 method="wB97M-V/def2-TZVPD" spin_multiplicity=3 gap_ha="0.2396 / 0.2967"
C -1.453 -1.755 1.659
C 0.248 0.739 -0.209
C 1.744 0.242 -0.159
C -0.391 0.685 -1.601
N -1.602 -0.795 2.380
O -1.174 -2.795 1.227
O -0.464 0.996 0.708
H 2.558 0.826 0.170
H 1.961 0.054 -1.179
H 1.601 -0.663 0.444
H -0.834 -0.195 -1.963
H 0.455 0.871 -2.271
H -1.050 1.599 -1.449
H -1.599 0.192 2.243


[3]
15
Properties=species:S:1:pos:R:3 method="wB97M-V/def2-TZVPD" smiles="O=C[C@@H](C[S-])NC[O-]" charge=-2 gap_ha=0.2127
O -0.618 1.051 -2.197
C -0.014 1.281 -1.181
C -0.105 0.512 0.142
C -1.260 -0.559 0.150
S -2.316 -0.305 1.594
N 1.280 0.199 0.499
C 2.124 -0.579 -0.620
O 3.054 -1.347 -0.059
H 0.603 2.189 -0.974
H -0.397 1.151 0.999
H -0.629 -1.496 0.109
H -1.803 -0.631 -0.800
H 1.302 -0.528 1.212
H 2.581 0.273 -1.152
H 1.323 -1.190 -1.104


[4]
15
Properties=species:S:1:pos:R:3 method="wB97M-V/def2-TZVPD" smiles="CC(C)S(=O)(=O)C#N" gap_ha=0.3658
C 1.316 0.144 1.094
C 0.433 -0.393 0.023
C 0.641 0.336 -1.293
S -1.286 0.054 0.480
O -1.550 -0.160 1.861
O -1.857 1.795 -0.110
C -2.203 -0.982 -0.485
N -2.606 -1.914 -1.019
H 1.474 1.250 1.157
H 0.982 -0.194 2.117
H 2.459 -0.089 0.872
H 0.403 -1.464 -0.100
H -0.215 -0.054 -2.014
H 1.659 0.337 -1.585
H 0.349 1.334 -0.997


The evaluated molecular weight for the records listed, in turn: 101.1, 101.1, 133.2, 133.2 g/mol.
The evaluated energy above the lowest of the compared OMol25 structures with the same formula, charge and spin for the records listed, in turn: 56.6, 2.6, 84.8, 149.7 kcal/mol.